C4H6N4 in the gas phase at a distorted geometry. Source: the Open Molecules 2025 dataset; level of theory: ωB97M-V/def2-TZVPD.

```
14
Properties=species:S:1:pos:R:3:mulliken_charge:R:1
C 1.74590 0.30891 -0.59739 0.1127
C -0.47090 0.11680 -0.35348 0.4934
C -2.53245 -0.15120 0.22055 -0.1825
C -0.48910 -0.06297 1.11640 -0.4735
H 3.73953 -0.74948 -0.20795 0.2270
H 1.41706 0.53265 0.63012 0.2436
H 0.19624 0.07822 -2.28038 0.4311
H -3.54230 -0.13671 -0.01272 0.4033
H -0.35503 0.89941 1.78912 0.3379
H 0.07356 -1.09129 1.43134 0.3483
N 3.02385 -0.25611 -1.08475 -0.6322
N 0.62939 0.46756 -1.18064 -0.1813
N -1.56801 0.21058 -0.89473 -0.5861
N -1.86772 -0.16635 1.42452 -0.5417
```

Results
Net charge   0
SMILES   [H]/N=C/NC1=NC=NC1
Energy above the lowest of the compared OMol25 structures with the same formula, charge and spin   149.2 kcal/mol



C3H3NO in the gas phase at a distorted geometry. Source: the Open Molecules 2025 dataset; level of theory: ωB97M-V/def2-TZVPD.

```
8
Properties=species:S:1:pos:R:3:mulliken_charge:R:1
O 2.07415 -0.04930 -0.00753 -0.4406
C 0.95218 -0.38090 0.27892 0.0945
C -0.24559 0.52908 -0.00300 -0.3468
C -1.42668 -0.87614 -0.98987 -0.0118
N -1.63988 -0.14387 -0.06652 -0.2314
H 0.73684 -1.33303 0.80150 0.3556
H -0.01727 1.14444 -0.88004 0.2953
H -0.40903 1.16425 0.85499 0.2853
```

Results
Net charge   0
Energy above the lowest of the compared OMol25 structures with the same formula, charge and spin   54.2 kcal/mol



2 unconnected molecules or ions with the total composition C3H8P2 at a distorted geometry. Source: the Open Molecules 2025 dataset; level of theory: ωB97M-V/def2-TZVPD.

```
13
Properties=species:S:1:pos:R:3:mulliken_charge:R:1
C -0.96267 -1.10629 -0.76412 -0.6047
C -1.27722 0.62269 1.05592 -0.7353
C -1.81127 -0.06495 0.01945 -0.0784
P 2.45443 1.48686 -0.28755 -0.0149
P 3.37565 -0.19867 0.37961 -0.0099
H -0.95687 -0.79288 -1.86686 0.2455
H -1.45291 -2.05478 -0.72289 0.3250
H 0.08905 -1.03578 -0.51335 -0.0522
H 2.41775 -0.93025 -0.30547 0.0068
H -1.95093 1.28465 1.56144 0.2405
H -0.32490 0.45006 1.30517 0.2834
H -2.83003 -0.09718 -0.19110 0.3674
H 3.22994 2.43652 0.32975 0.0269
```

Results
Net charge   0
Energy above the lowest of the compared OMol25 structures with the same formula, charge and spin   25.9 kcal/mol



2 unconnected molecules or ions with the total composition C7H15N at a distorted geometry. Source: the Open Molecules 2025 dataset; level of theory: ωB97M-V/def2-TZVPD.

```
23
Properties=species:S:1:pos:R:3:mulliken_charge:R:1
C 1.17620 1.09799 0.54440 -0.2062
C 0.88170 0.64812 -0.90732 -0.5536
C 0.80267 -0.83210 -1.12052 -1.1098
C -0.39049 -1.80583 -0.13014 0.0080
C -1.53661 -1.10508 -0.46513 -0.4103
C -2.04598 0.16598 -0.46256 0.0219
C -2.44097 0.95600 0.59310 -0.9278
N 2.51273 0.73579 0.95533 -0.5901
H 0.33882 0.74760 1.15467 0.0845
H 1.13743 2.18289 0.41582 0.3298
H -0.03466 1.18216 -1.15506 0.3310
H 1.65133 1.02351 -1.59034 0.4096
H 0.23401 -0.99524 -2.03719 0.5008
H 1.69877 -1.43673 -1.04798 0.4231
H -0.24464 -2.76663 -0.61960 0.2964
H 0.16255 -1.65084 0.80149 -0.0280
H -0.02368 -0.92026 2.87195 0.0592
H -2.29867 0.58962 -1.43543 0.4411
H -2.86437 0.54015 1.50070 0.2736
H -2.82096 1.93906 0.33353 0.2641
H 0.68034 -1.11045 2.72397 -0.0435
H 2.81914 1.21848 1.78823 0.2203
H 2.72044 -0.24322 1.08591 0.2059
```

Results
Net charge   0
Energy above the lowest of the compared OMol25 structures with the same formula, charge and spin   160.7 kcal/mol



A gas-phase ion, C22H31N2O4 (charge +1). Source: the Open Molecules 2025 dataset; level of theory: ωB97M-V/def2-TZVPD.

```
59
Properties=species:S:1:pos:R:3:mulliken_charge:R:1
C -0.64569 -4.86095 1.10398 -0.8662
H -0.04081 -5.74486 0.90915 0.2487
O -0.76990 -4.20280 -0.13688 -0.4904
C -1.53827 -3.08661 -0.21146 0.6417
C -1.70369 -2.54157 -1.48629 -0.7059
C -2.44495 -1.39388 -1.66605 -0.1996
C -3.02977 -0.74601 -0.58251 0.4111
C -2.87723 -1.30375 0.67743 -0.6702
C -2.15202 -2.46583 0.87115 -0.5334
H -2.07121 -2.87646 1.86492 0.5235
H -3.34429 -0.82802 1.52804 0.4220
C -3.73698 0.57602 -0.73936 -1.5836
N -2.76280 1.63427 -0.49274 0.3595
C -3.20880 2.86955 0.11095 -0.7531
C -1.98386 3.47916 0.84077 -0.6046
N -0.78462 2.79066 0.33244 0.5398
H -0.91908 1.77658 0.56869 0.0845
C -0.78244 2.85065 -1.14065 -0.6192
C -1.89738 1.90697 -1.62208 -0.8492
H -2.44039 2.35816 -2.46884 0.5214
H -1.47383 0.95629 -1.94980 0.4450
H 0.19139 2.53074 -1.51177 0.3605
H -0.95446 3.88383 -1.44977 0.3140
C 0.50540 3.16228 0.95316 -0.7284
C 1.55240 2.15542 0.54811 0.4692
C 2.75975 2.53497 -0.00904 -1.5676
C 3.69199 1.58126 -0.37494 -0.7417
C 3.42867 0.22228 -0.24486 1.1621
C 2.17242 -0.19028 0.25862 0.4266
C 1.27500 0.79049 0.69551 0.3037
O 0.03888 0.44653 1.22483 -0.1189
C 0.05742 -0.34452 2.40740 -0.8746
H -0.98121 -0.42592 2.71830 0.2883
H 0.64626 0.14559 3.18794 0.3841
H 0.46432 -1.33485 2.21093 0.0998
O 1.73802 -1.46916 0.38166 -0.4147
C 2.28638 -2.50818 -0.41231 -0.7943
H 1.55886 -3.31741 -0.35925 0.2126
H 3.24772 -2.84459 -0.02240 0.3071
H 2.40113 -2.19638 -1.45086 0.3336
O 4.31399 -0.74806 -0.57323 -0.4073
C 5.57725 -0.38705 -1.09006 -1.0044
H 6.14778 0.20814 -0.37220 0.3782
H 6.09350 -1.32846 -1.26799 0.2671
H 5.48396 0.15810 -2.03332 0.3931
H 4.63801 1.90902 -0.77063 0.4689
H 2.99132 3.58020 -0.13863 0.3947
H 0.36832 3.15822 2.03838 0.3418
H 0.79302 4.16775 0.63920 0.3806
H -2.04795 3.31250 1.91682 0.4126
H -1.89760 4.55159 0.65600 0.3988
H -3.60397 3.58143 -0.63100 0.3302
H -4.00235 2.66176 0.82788 0.3998
H -4.18899 0.66613 -1.73686 0.3712
H -4.52929 0.66081 0.00546 0.4686
H -2.58371 -1.00633 -2.66549 0.4860
H -1.24515 -3.04510 -2.32232 0.4932
H -0.13972 -4.23179 1.84359 0.2748
H -1.61995 -5.17060 1.49213 0.4090
```

Results
Net charge   +1
SMILES   COc1ccc(CN2CC[NH+](Cc3ccc(OC)c(OC)c3OC)CC2)cc1
Energy above the lowest of the compared OMol25 structures with the same formula, charge and spin   23.4 kcal/mol



C17H32N2O5 in the gas phase. Source: the Open Molecules 2025 dataset; level of theory: ωB97M-V/def2-TZVPD.

```
56
Properties=species:S:1:pos:R:3:mulliken_charge:R:1
C -0.12402 -3.96936 0.20421 -1.8353
H -0.56371 -3.51256 1.08762 0.3661
H 0.44578 -4.84296 0.51501 0.4535
H -0.93014 -4.29715 -0.44721 0.4081
C 0.77615 -2.97404 -0.52610 1.7179
C 1.38832 -3.63551 -1.75840 -1.7689
H 0.60351 -4.06722 -2.37456 0.4776
H 2.06956 -4.43149 -1.46374 0.3352
H 1.93484 -2.92167 -2.37011 0.3508
C 1.84816 -2.47194 0.44977 -0.9307
H 2.45314 -3.31425 0.79328 0.5958
H 1.34564 -2.04208 1.31852 0.3279
C 2.80845 -1.42943 -0.14671 -0.3720
N 2.10073 -0.29930 -0.74616 0.0284
C 1.18203 0.45812 -0.13407 0.0095
O 0.95999 0.41793 1.07052 -0.8335
C 0.41845 1.41882 -1.05142 0.3243
N -0.89649 1.65515 -0.49897 -0.0417
C -1.73363 0.58118 -0.40889 0.5357
O -1.54036 -0.45124 -1.00964 -0.6973
O -2.77404 0.87573 0.37383 -0.4804
C -3.82627 -0.09680 0.59484 1.7622
C -4.78758 0.60969 1.55086 -1.8045
H -5.62749 -0.03945 1.77909 0.4058
H -4.27403 0.86485 2.47390 0.4067
H -5.15825 1.52505 1.09729 0.4266
C -3.25099 -1.35519 1.24380 -1.5830
H -4.05800 -2.03085 1.51277 0.5181
H -2.69612 -1.09014 2.14141 0.3670
H -2.58134 -1.85993 0.55323 0.2743
C -4.52483 -0.42755 -0.72335 -1.6016
H -5.36061 -1.09585 -0.53651 0.4755
H -3.83018 -0.91175 -1.40408 0.2975
H -4.89669 0.48306 -1.18822 0.3735
H -0.99418 2.36877 0.20585 0.2375
C 1.19131 2.72332 -1.29311 -1.6803
H 0.47433 3.47516 -1.62985 0.3924
H 1.89462 2.55024 -2.11081 0.4147
C 1.98463 3.27523 -0.09946 1.4622
C 1.09366 3.63851 1.08593 -1.5752
H 1.68540 4.13569 1.85122 0.4698
H 0.30106 4.31821 0.77696 0.2903
H 0.66101 2.74831 1.53417 0.3099
C 2.77017 4.50324 -0.55885 -1.7129
H 2.09092 5.28876 -0.88344 0.3626
H 3.43044 4.25545 -1.38688 0.4053
H 3.37706 4.88988 0.25554 0.4277
H 2.70188 2.51464 0.22858 0.0356
H 0.24943 0.91385 -2.01122 0.6507
H 2.17328 -0.22081 -1.74769 0.3704
H 3.40384 -1.88830 -0.93903 0.6772
C 3.81062 -1.00158 0.94980 0.1030
O 4.95871 -1.34822 0.89912 -0.6067
O 3.32396 -0.28158 1.93947 -0.5616
H 2.36114 -0.05190 1.80553 0.4535
H 0.15675 -2.12873 -0.84362 -0.2153
```

Results
Net charge   0
SMILES   CC(C)C[C@H](NC(=O)OC(C)(C)C)C(=O)N[C@H](CC(C)C)C(=O)O



The following orbital gap values (in eV) correspond, in order, to the records above: 8.84 10.91 8.43 6.56 8.86 10.16.
The following total energy values (in a.u.) correspond, in order, to the records above: -374.8236 -246.0051 -801.7100 -330.2118 -1267.1079 -1152.7860.